Record 1
2 unconnected molecules or ions with the total composition C6H13O3P in a non-equilibrium geometry. Source: the Open Molecules 2025 dataset; level of theory: wB97M-V/def2-TZVPD.

Each line ends with the Löwdin charge.
Cartesian coordinates (Å):
P: -0.488 -0.772 0.732  0.84
O: -0.591 0.353 1.979  -0.38
O: 0.838 -1.449 1.346  -0.21
O: -1.508 -1.921 1.276  -0.37
C: 1.913 1.546 -1.726  -0.07
C: -2.513 -2.410 0.463  -0.22
C: 1.981 0.093 -1.808  -0.30
C: -1.755 1.068 2.319  -0.17
C: 2.695 -1.209 -1.337  -0.08
C: 1.298 -1.022 -2.003  -0.04
H: 2.818 1.842 -1.111  0.09
H: -2.362 -3.500 0.193  0.09
H: 0.961 1.748 -1.057  0.11
H: -2.643 -1.778 -0.523  0.09
H: -2.589 0.339 2.560  0.09
H: 3.479 -1.513 -1.941  0.04
H: 1.949 2.039 -2.676  0.06
H: 0.367 -1.519 -2.163  0.06
H: 1.162 -1.103 2.156  0.05
H: -1.512 1.711 3.130  0.07
H: -2.303 1.613 1.468  0.10
H: -3.511 -2.316 1.090  0.11
H: 2.724 -1.408 -0.312  0.03

Atoms 1-2, force components in eV/Å:
P -0.2 0.5 1.5
O 0.3 -0.3 -0.8

Frontier orbital gap, eV: 9.53
LUMO energy, eV: 0.90
HOMO energy, eV: -8.6251

***

Record 2
A molecular structure, CH2CdLiO3 in a non-equilibrium geometry. Source: the Open Molecules 2025 dataset; level of theory: wB97M-V/def2-TZVPD.

Each line ends with the Löwdin charge.
Cartesian coordinates (Å):
Cd: 1.267 0.356 -1.327  1.42
O: -1.969 -0.221 0.919  -0.03
O: 2.310 0.253 0.219  -0.51
O: -0.503 -0.056 -0.702  -0.38
C: -0.998 0.346 0.424  -0.51
Li: -1.943 -1.568 -0.569  0.86
H: -0.676 1.482 0.584  0.18
H: 2.909 -0.425 0.529  -0.04

Atoms 1-2, force components in eV/Å:
Cd 1.8 0.7 -2.8
O 1.4 0.0 -0.1

Frontier orbital gap, eV: 8.61
LUMO energy, eV: -5.81
Charge: +1
HOMO energy, eV: -14.4207

***

Record 3
A molecular structure, C33H29N9OSbV. Source: the Open Molecules 2025 dataset; level of theory: wB97M-V/def2-TZVPD.

Each line ends with the Löwdin charge.
Cartesian coordinates (Å):
Sb: 1.419 3.850 1.383  1.57
V: 0.344 0.545 0.547  0.70
O: -0.888 -0.172 3.134  -0.06
N: -1.581 -3.909 0.049  0.06
N: 1.886 0.989 2.415  0.03
N: -5.732 -3.977 -6.172  0.16
N: -0.371 -3.749 -0.505  0.15
N: -0.611 -2.429 1.301  0.12
N: 3.737 -2.825 -0.768  0.12
N: 1.395 1.804 -0.991  0.01
N: -1.156 2.133 1.238  0.02
N: 1.812 -1.042 0.173  0.02
C: -2.946 -3.280 -4.180  -0.02
C: -3.818 -0.943 -2.954  -0.02
C: 3.116 2.706 3.567  -0.13
C: 2.134 -1.378 3.113  -0.03
C: 4.020 -1.546 -0.542  -0.08
C: -1.423 4.380 2.046  -0.13
C: -2.474 1.936 1.423  -0.29
C: 2.439 0.084 3.244  -0.30
C: 3.068 -0.658 -0.076  -0.11
C: -0.649 3.342 1.559  -0.43
C: -2.132 -2.634 -3.269  -0.04
C: 1.846 2.998 -0.539  -0.43
C: -5.053 -3.435 -5.419  -0.18
C: -3.302 2.950 1.909  -0.01
C: 2.501 2.274 -3.067  -0.01
C: 2.628 3.845 -1.307  -0.14
C: 1.237 0.164 -2.853  -0.02
C: 2.969 3.478 -2.600  -0.04
C: -3.109 0.621 1.097  -0.04
C: -4.636 -1.585 -3.864  -0.02
C: -4.204 -2.758 -4.478  -0.23
C: 2.229 2.284 2.593  -0.44
C: 2.501 -3.214 -0.500  -0.04
C: -1.710 -0.806 -1.683  -0.14
C: 3.336 0.453 4.249  -0.01
C: 3.688 1.771 4.417  -0.04
C: 0.178 -2.839 0.268  -0.34
C: -0.983 -0.278 -0.857  -0.10
C: -2.785 4.183 2.224  -0.04
C: 1.718 1.449 -2.255  -0.28
C: -2.556 -1.457 -2.638  -0.25
C: -1.715 -3.122 1.119  -0.13
C: 1.529 -2.337 -0.019  -0.19
H: 2.965 4.790 -0.900  0.08
H: 2.252 -4.256 -0.660  0.13
H: -0.970 5.333 2.286  0.08
H: 0.185 0.247 -3.124  0.08
H: 1.299 -0.668 -2.159  0.05
H: -3.418 4.976 2.601  0.12
H: 1.210 -1.558 2.584  0.02
H: 2.063 -1.827 4.104  0.10
H: -4.356 2.741 2.034  0.12
H: 3.746 -0.317 4.887  0.12
H: -4.150 -0.027 -2.483  0.11
H: 5.030 -1.212 -0.744  0.12
H: 3.308 0.383 0.094  0.11
H: -2.251 -4.540 -0.361  0.17
H: 1.819 -0.064 -3.743  0.09
H: 3.357 3.757 3.664  0.09
H: -3.993 0.481 1.718  0.09
H: -5.610 -1.182 -4.105  0.12
H: 2.727 1.942 -4.071  0.12
H: -2.424 -0.205 1.249  0.03
H: -3.406 0.594 0.049  0.08
H: -0.894 -1.105 2.875  0.00
H: -0.915 -0.143 4.096  0.07
H: -2.613 -4.186 -4.668  0.12
H: 2.947 -1.890 2.591  0.09
H: -1.155 -3.035 -3.033  0.10
H: -2.610 -3.082 1.719  0.14
H: 4.386 2.070 5.189  0.12
H: 3.579 4.121 -3.221  0.12

Atoms 1-2, force components in eV/Å:
Sb 0.0 0.1 0.0
V -0.1 0.3 0.7

Frontier orbital gap (spin up / spin down), eV: 6.99 / 7.33
LUMO energy (spin up / spin down), eV: -2.89 / -3.03
Charge: +1
HOMO energy (spin up / spin down), eV: -9.8752 / -10.3565
Spin multiplicity: 4
<S²>: 3.76

***

Record 4
A molecular structure, C49H55N3NiO5PS2Si. Source: the Open Molecules 2025 dataset; level of theory: wB97M-V/def2-TZVPD.

Each line ends with the Löwdin charge.
Cartesian coordinates (Å):
Ni: -0.072 0.884 -0.669  0.32
S: -2.591 0.887 -1.925  0.64
S: 2.424 1.263 -0.450  0.43
P: -0.144 -2.465 -0.573  0.69
Si: 1.992 1.025 1.544  -0.13
O: 0.324 1.215 1.621  -0.24
O: 2.351 -0.442 2.209  -0.15
O: 2.721 2.106 2.569  -0.17
O: -9.404 0.489 -1.606  0.09
O: -8.909 0.221 0.517  0.09
N: -0.324 -1.002 -0.247  -0.25
N: 0.285 0.905 -2.730  0.01
N: -0.276 2.915 -1.020  0.05
C: 3.931 -2.838 -0.867  -0.10
C: 4.155 -4.202 -0.741  -0.10
C: -4.268 0.740 -1.528  -0.71
C: -2.486 -5.274 1.412  -0.09
C: -0.528 5.233 -0.547  -0.03
C: 3.424 -2.495 2.692  -0.02
C: -0.321 5.560 -1.856  -0.01
C: 3.078 -5.069 -0.576  -0.09
C: -0.627 1.158 2.730  -0.60
C: 4.743 -0.587 1.783  -0.03
C: -0.489 -3.430 1.975  -0.10
C: -0.889 -3.019 -2.164  -0.30
C: -0.210 -3.695 -3.178  -0.10
C: 4.717 3.229 1.813  -0.04
C: -1.038 -4.189 2.997  -0.09
C: 0.268 3.780 -5.063  -0.02
C: -2.121 -3.486 -4.634  -0.10
C: -2.188 -2.560 -2.413  -0.11
C: 0.562 0.060 -4.933  -0.02
C: -6.601 0.814 -2.253  -0.06
C: -0.308 2.254 3.741  -0.03
C: -6.103 0.293 0.023  -0.03
C: 3.324 3.393 2.412  -0.66
C: 3.420 3.983 3.811  -0.03
C: -0.590 -0.209 3.399  -0.03
C: -0.058 3.230 -2.317  -0.16
C: 2.632 -2.335 -0.825  -0.10
C: -0.503 3.883 -0.171  -0.10
C: -8.492 0.391 -0.597  -0.50
C: 0.092 4.793 -4.199  -0.02
C: -0.085 4.541 -2.791  -0.14
C: 0.503 1.320 -5.459  -0.01
C: 0.321 2.417 -4.602  -0.14
C: 3.837 -0.498 4.128  -0.03
C: -2.042 -5.114 2.716  -0.10
C: -0.823 -3.929 -4.408  -0.10
C: -4.750 0.395 -0.244  -0.10
C: -5.254 0.924 -2.530  -0.14
C: 2.476 4.294 1.522  -0.05
C: 1.781 -4.567 -0.540  -0.09
C: -2.013 1.371 2.125  -0.04
C: 1.548 -3.194 -0.670  -0.28
C: -7.062 0.504 -0.967  -0.17
C: -2.803 -2.800 -3.635  -0.08
C: -0.926 -3.587 0.656  -0.27
C: 0.456 -0.102 -3.543  -0.08
C: 3.587 -0.983 2.700  -0.63
C: 0.192 2.148 -3.241  -0.18
C: -1.924 -4.517 0.385  -0.08
H: -7.293 0.991 -3.075  0.10
H: 0.687 -0.813 -5.560  0.11
H: 4.645 2.727 0.844  0.06
H: 4.807 -0.855 4.489  0.08
H: 0.586 1.484 -6.529  0.12
H: -8.937 0.589 -2.440  0.07
H: -3.805 -2.428 -3.816  0.10
H: 3.211 -2.850 1.678  0.07
H: 5.346 2.630 2.479  0.08
H: -0.715 5.992 0.202  0.11
H: -0.697 -4.054 4.019  0.10
H: 0.943 -5.244 -0.407  0.11
H: -2.776 0.904 2.755  0.09
H: 2.419 4.125 4.231  0.08
H: 3.055 -0.878 4.794  0.08
H: 4.768 -2.156 -0.979  0.10
H: 3.822 0.593 4.161  0.07
H: 2.384 3.853 0.525  0.04
H: 0.804 -4.041 -3.010  0.09
H: 4.521 -0.888 0.756  0.05
H: -2.596 -3.665 -5.592  0.09
H: -2.266 2.433 2.021  0.08
H: 1.477 4.417 1.953  0.07
H: -1.071 2.255 4.524  0.09
H: 0.421 -0.468 3.723  0.08
H: -0.930 -0.965 2.690  0.07
H: 0.672 2.095 4.199  0.08
H: 4.344 -2.972 3.047  0.09
H: 3.975 3.303 4.463  0.08
H: -2.480 -5.703 3.515  0.09
H: -4.920 1.165 -3.532  0.09
H: -6.450 0.038 1.018  0.12
H: 2.942 5.281 1.435  0.09
H: 3.251 -6.134 -0.467  0.09
H: 5.168 -4.591 -0.756  0.10
H: -0.677 3.583 0.855  0.10
H: 0.372 3.974 -6.126  0.11
H: -2.691 -1.971 -1.653  0.08
H: -4.032 0.199 0.541  0.08
H: 4.897 0.499 1.793  0.06
H: 2.455 -1.263 -0.860  0.02
H: 0.511 -1.081 -3.086  0.10
H: 2.602 -2.796 3.349  0.08
H: 0.271 -2.683 2.181  0.09
H: 0.065 5.820 -4.550  0.11
H: -0.308 3.237 3.261  0.07
H: -1.255 -0.203 4.268  0.09
H: 5.188 4.208 1.675  0.08
H: -2.272 -4.653 -0.633  0.10
H: -3.269 -5.991 1.191  0.10
H: 3.934 4.951 3.789  0.08
H: -2.059 0.905 1.145  0.03
H: 5.666 -1.076 2.111  0.09
H: -0.343 6.595 -2.185  0.12
H: -0.286 -4.455 -5.189  0.09

Atoms 1-2, force components in eV/Å:
Ni 0.1 -0.9 0.2
S -0.2 0.2 -0.1

Frontier orbital gap (spin up / spin down), eV: 6.02 / 6.00
LUMO energy (spin up / spin down), eV: 1.87 / 1.88
Charge: -1
HOMO energy (spin up / spin down), eV: -4.1490 / -4.1206
Spin multiplicity: 3
<S²>: 2.01

***

Record 5
A gas-phase ion, C3H6N (charge +1) in a non-equilibrium geometry. Source: the Open Molecules 2025 dataset; level of theory: wB97M-V/def2-TZVPD.

Each line ends with the Löwdin charge.
Cartesian coordinates (Å):
N: 0.222 -0.394 0.362  -0.10
C: -0.516 -0.162 -0.865  -0.01
C: 0.319 0.562 1.568  0.17
C: 1.231 0.530 0.703  0.02
H: -0.028 0.739 2.575  0.15
H: -0.808 0.914 -0.723  0.12
H: 2.198 0.578 0.159  0.18
H: 0.456 -1.387 0.693  0.22
H: 0.150 -0.151 -1.741  0.11
H: -1.403 -0.868 -1.023  0.14

Atoms 1-2, force components in eV/Å:
N -0.5 -3.5 2.1
C -1.9 1.1 -0.7

Frontier orbital gap, eV: 12.45
LUMO energy, eV: -4.38
Charge: +1
HOMO energy, eV: -16.8357

***

What ΔE to the lowest compared entry with this formula, charge and spin values result from the calculations? In sequence: 355.2, 0.0, 3.7, 0.0, 237.1 kJ/mol.